8 unconnected molecules or ions with the total composition C18H54N2O10 at a distorted geometry, computed with the ωB97M-V functional and the def2-TZVPD basis.

Each atom is followed by the atoms it is bonded to, with distances in Å.
CARTESIAN COORDINATES (ANGSTROEM)
1 C 45.6228 8.9081 16.9535  O2 1.407, H10 1.098, H11 1.093, H12 1.090
2 O 44.8499 9.8763 16.2875  C1 1.407, C3 1.404
3 C 43.7256 10.2593 17.0360  O2 1.404, C4 1.510, H13 1.103, H14 1.098
4 C 42.8981 11.1874 16.1789  C3 1.510, N5 1.449, H15 1.090, H16 1.105
5 N 41.6559 11.5708 16.8192  C4 1.449, C6 1.461, H17 1.013
6 C 41.7947 12.6440 17.8005  N5 1.461, C7 1.504, H18 1.105, H19 1.094
7 C 40.4322 13.1409 18.1987  C6 1.504, O8 1.418, H20 1.093, H21 1.097
8 O 39.8134 13.6444 17.0267  C7 1.418, C9 1.401
9 C 38.5702 14.2477 17.2571  O8 1.401, H22 1.091, H23 1.096, H24 1.100
10 H 45.0313 7.9975 17.1180  C1 1.098
11 H 46.0302 9.3051 17.8871  C1 1.093
12 H 46.4329 8.6204 16.2840  C1 1.090
13 H 44.0378 10.8053 17.9423  C3 1.103
14 H 43.1522 9.3796 17.3565  C3 1.098
15 H 42.6433 10.7168 15.2292  C4 1.090
16 H 43.5313 12.0562 15.9250  C4 1.105
17 H 40.9921 11.9432 16.1503  N5 1.013
18 H 42.3737 13.4790 17.3665  C6 1.105
19 H 42.3366 12.3113 18.6902  C6 1.094
20 H 40.5152 13.9266 18.9540  C7 1.093
21 H 39.8453 12.2846 18.5544  C7 1.097
22 H 38.3458 14.9106 16.4199  C9 1.091
23 H 38.5534 14.8294 18.1854  C9 1.096
24 H 37.7529 13.5132 17.3049  C9 1.100
25 C 39.8962 15.6013 10.0100  O26 1.399, H34 1.089, H35 1.097, H36 1.102
26 O 39.0572 15.6789 11.1273  C25 1.399, C27 1.429
27 C 39.1904 16.9168 11.8294  O26 1.429, C28 1.515, H37 1.095, H38 1.096
28 C 38.2119 16.8676 12.9847  C27 1.515, N29 1.448, H39 1.106, H40 1.094
29 N 38.0570 18.1603 13.6175  C28 1.448, C30 1.470, H41 1.015
30 C 36.9683 18.1564 14.6047  N29 1.470, C31 1.512, H42 1.106, H43 1.089
31 C 36.9801 19.4251 15.4271  C30 1.512, O32 1.411, H44 1.093, H45 1.101
32 O 36.7806 20.6016 14.6747  C31 1.411, C33 1.399
33 C 35.4632 20.7644 14.2326  O32 1.399, H46 1.097, H47 1.088, H48 1.100
34 H 39.7233 14.6435 9.5203  C25 1.089
35 H 40.9534 15.7082 10.2810  C25 1.097
36 H 39.6333 16.3572 9.2526  C25 1.102
37 H 38.9540 17.7400 11.1475  C27 1.095
38 H 40.2293 16.9790 12.1738  C27 1.096
39 H 38.5410 16.0723 13.6792  C28 1.106
40 H 37.2750 16.5065 12.5506  C28 1.094
41 H 38.9112 18.4057 14.1070  N29 1.015
42 H 37.1115 17.3192 15.3136  C30 1.106
43 H 36.0251 18.0177 14.0783  C30 1.089
44 H 37.9363 19.5591 15.9386  C31 1.093
45 H 36.2141 19.3890 16.2166  C31 1.101
46 H 35.2140 20.1073 13.3907  C33 1.097
47 H 35.3534 21.7987 13.9118  C33 1.088
48 H 34.7392 20.5747 15.0391  C33 1.100
49 C 43.9455 15.7812 12.6975  O50 1.430, H51 1.083, H52 1.096, H53 1.092
50 O 44.0247 14.9179 13.8352  C49 1.430, H54 0.961
51 H 42.9168 15.8964 12.3789  C49 1.083
52 H 44.3227 16.7799 12.9464  C49 1.096
53 H 44.5332 15.3935 11.8629  C49 1.092
54 H 44.9454 14.8965 14.1103  O50 0.961
55 C 42.6416 9.0413 12.7823  O56 1.429, H57 1.091, H58 1.098, H59 1.089
56 O 43.5949 8.3355 11.9858  C55 1.429, H60 0.960
57 H 41.6996 9.0760 12.2324  C55 1.091
58 H 42.4097 8.4406 13.6717  C55 1.098
59 H 42.9735 10.0487 13.0296  C55 1.089
60 H 44.4782 8.5505 12.2946  O56 0.960
61 C 39.1795 9.9539 14.2979  O62 1.420, H63 1.094, H64 1.093, H65 1.090
62 O 38.8865 9.7557 12.9227  C61 1.420, H66 0.959
63 H 40.2691 9.9337 14.3977  C61 1.094
64 H 38.8542 10.9286 14.6697  C61 1.093
65 H 38.6870 9.2214 14.9374  C61 1.090
66 H 38.7042 8.8248 12.7800  O62 0.959
67 C 45.3281 12.1035 11.1449  O68 1.411, H69 1.096, H70 1.089, H71 1.098
68 O 44.2216 12.9534 10.9346  C67 1.411, H72 0.970
69 H 45.2411 11.2106 10.5158  C67 1.096
70 H 46.2489 12.6427 10.9277  C67 1.089
71 H 45.3551 11.7354 12.1786  C67 1.098
72 H 43.6290 12.8741 11.6988  O68 0.970
73 C 37.1142 13.3445 12.3829  O74 1.424, H75 1.090, H76 1.104, H77 1.087
74 O 37.3979 12.2273 11.5469  C73 1.424, H78 0.964
75 H 36.2296 13.8602 12.0090  C73 1.090
76 H 36.7959 13.0033 13.3833  C73 1.104
77 H 37.9528 14.0275 12.4906  C73 1.087
78 H 37.9194 11.6128 12.0760  O74 0.964
79 C 41.3326 12.6459 12.5981  O80 1.433, H81 1.098, H82 1.085, H83 1.094
80 O 42.6385 12.5685 13.1841  C79 1.433, H84 0.970
81 H 41.3798 13.2819 11.7043  C79 1.098
82 H 41.0364 11.6426 12.3104  C79 1.085
83 H 40.6019 13.1454 13.2410  C79 1.094
84 H 42.8849 13.4057 13.6081  O80 0.970

Properties
* HOMO energy: -9.005 eV
* frontier orbital gap: 9.475 eV
* ΔE to the lowest compared entry with this formula, charge and spin: 3.901 eV
* SMILES: COCCNCCOC.COCCNCCOC.CO.CO.CO.CO.CO.CO
* LUMO level: 0.47 eV